The following is a DFT calculation (the ωB97M-V functional and the def2-TZVPD basis) of a single CHF3O2S molecule.

Charge ... 0
Energy relative to the best compared isomer or geometry (same formula, charge and spin) ... 94.1 kcal per mole
Calculated total energy ... -886.67036 hartree
Molecular weight ... 134.1 g mol⁻¹
E_LUMO (spin up / spin down) ... 0.73 / -5.49 eV
Frontier orbital gap (spin up / spin down) ... 6.75 / 6.98 eV
Spin multiplicity ... 3

Each line ends with the Mulliken charge.
CARTESIAN COORDINATES (ANGSTROEM)
S -0.8091 -0.5403 -0.1004  0.66
F 1.9374 -0.2602 -0.0954  -0.16
F 0.8363 1.3835 -0.9201  -0.25
F 0.9047 1.0192 1.4022  -0.13
O -0.6236 -1.9597 -0.3175  -0.44
O -1.7424 -0.2062 0.9458  -0.37
C 0.8571 0.4420 0.2271  0.58
H -1.3603 0.1217 -1.1418  0.12